ORCA calculation (ωB97M-V/def2-TZVPD) on C41H35IrN8O4 as an isolated structure.

CARTESIAN COORDINATES (ANGSTROEM)
Ir1 0.35642 0.74694 0.13445
C1 -5.98743 3.52884 1.09186
C2 -4.67957 2.83427 1.36331
C3 -3.84561 3.23584 2.40247
C4 -2.62787 2.62495 2.59508
C5 -2.17869 1.58279 1.77254
N1 -0.86751 1.11427 1.92343
C6 -0.40321 0.91582 3.20755
C7 -1.29252 0.50140 4.21923
C8 -0.88378 0.27460 5.51356
C9 0.45062 0.44655 5.87678
C10 0.91908 0.18392 7.28182
C11 1.34620 0.82316 4.88206
C12 0.95296 1.05187 3.57435
N2 1.97667 1.46108 2.67394
C13 2.99118 2.31142 2.93605
C14 3.86011 2.26414 1.87482
C15 3.29270 1.33880 0.99048
N3 2.15531 0.85235 1.47303
C16 -3.04677 1.14090 0.75683
C17 -4.26065 1.78375 0.56159
N4 -2.78442 -0.01184 -0.04733
C18 -3.66979 -0.70233 -0.80911
C19 -3.00541 -1.76432 -1.36157
C20 -1.69700 -1.65507 -0.87267
N5 -1.57484 -0.60979 -0.07082
H1 -6.33703 4.06601 1.97207
H2 -6.76006 2.82029 0.79192
H3 -5.87643 4.25532 0.28376
H4 -4.13895 4.05707 3.04516
H5 -1.95001 2.99843 3.34824
H6 -2.32814 0.34438 3.94713
H7 -1.60667 -0.04645 6.25456
H8 0.14745 0.44228 8.00598
H9 1.81691 0.75489 7.51607
H10 1.15482 -0.87398 7.41786
H11 2.39681 0.92568 5.12752
H12 3.00962 2.89034 3.84533
H13 4.76865 2.82732 1.74577
H14 3.63208 1.03723 0.01060
H15 -4.90823 1.46472 -0.24390
H16 -4.70215 -0.41589 -0.89332
H17 -3.41179 -2.51760 -2.01538
H18 -0.84064 -2.28210 -1.06826
C21 0.45096 -2.46280 1.92148
O1 0.86553 -1.78513 0.73586
C22 1.89229 -2.27919 0.01859
C23 2.59458 -3.41690 0.39019
C24 3.60348 -3.90022 -0.42746
C25 3.91996 -3.25907 -1.62132
C26 3.23412 -2.11984 -1.98568
C27 2.22450 -1.59512 -1.16921
N6 1.52217 -0.40952 -1.48593
N7 1.93838 0.08308 -2.60771
C28 1.31498 1.07189 -3.23664
C29 -0.01731 1.64007 -2.86427
O2 -0.68198 1.16509 -1.94440
C30 -0.51684 2.78079 -3.61448
C31 0.18747 3.28349 -4.63096
C32 1.47547 2.74208 -5.04628
C33 2.16637 3.32604 -6.10070
C34 3.39895 2.83435 -6.49404
C35 3.94888 1.74196 -5.83157
C36 3.27017 1.14955 -4.78272
C37 2.03029 1.64327 -4.37159
H19 0.21784 -3.50592 1.70667
H20 -0.44461 -1.94927 2.25460
H21 1.22418 -2.39968 2.68886
H22 2.35364 -3.93191 1.30822
H23 4.14264 -4.78968 -0.12884
H24 4.70434 -3.64545 -2.25791
H25 3.47120 -1.60017 -2.90154
H26 -1.47436 3.18571 -3.31403
H27 -0.20238 4.13112 -5.18547
H28 1.72654 4.17348 -6.61350
H29 3.93173 3.29675 -7.31430
H30 4.91172 1.35473 -6.13830
H31 3.69228 0.29880 -4.26892
O3 2.14186 2.85963 -1.83627
C38 1.61989 3.51206 -0.93780
C39 1.79943 5.00842 -0.76515
C40 1.01289 5.31658 0.50197
C41 0.52667 3.95209 0.96856
O4 0.00502 3.76205 2.05144
N8 0.81206 2.98117 0.02603
H32 1.42592 5.51126 -1.65691
H33 2.86439 5.22891 -0.69221
H34 0.14243 5.95090 0.33213
H35 1.59915 5.77798 1.29446

Properties
* multiplicity: 6
* E_LUMO (spin up / spin down): -3.02 / -4.61 eV
* orbital gap (spin up / spin down): 6.279 / 5.921 eV
* net charge: +1
* maximum force: 0.68 eV/Å
* energy: -66026.0622 eV

ORCA calculation (ωB97M-V/def2-TZVPD) on C41H36BrIN5O4Sn as an isolated structure in a non-equilibrium geometry.

CARTESIAN COORDINATES (ANGSTROEM)
Sn1 -0.49453 -1.14086 0.95885
O1 5.05559 -4.12419 2.88534
C1 4.12039 -4.78260 3.76131
C2 2.82042 -3.99261 3.72928
C3 1.66130 -4.70543 3.46216
C4 0.38688 -4.10078 3.36792
N1 0.26686 -2.75831 3.43662
C5 1.45776 -2.04927 3.48673
C6 2.70217 -2.57138 3.42450
C7 1.34415 -0.58148 3.56543
C8 2.25696 0.08575 4.35784
C9 2.06137 1.43900 4.64121
C10 3.10732 2.06367 5.54573
O2 3.61950 1.20104 6.58084
C11 1.10116 2.15463 3.92937
C12 0.33526 1.48878 3.02046
N2 0.42999 0.13023 2.84577
H1 5.86555 -3.98964 3.40004
H2 4.49657 -4.93579 4.77522
H3 3.94374 -5.77867 3.31497
H4 1.78230 -5.79825 3.68852
H5 -0.51840 -4.64844 3.17877
H6 3.52567 -1.84272 3.47925
H7 3.04510 -0.48628 4.85324
H8 2.62329 2.92050 6.06548
H9 3.86285 2.54135 4.91779
H10 4.35894 0.64407 6.30224
H11 0.84013 3.17916 4.17308
H12 -0.29582 2.17406 2.38547
Br1 -5.42091 -4.66423 -5.15935
C13 -6.17847 -3.13669 -4.33372
C14 -7.19711 -3.27899 -3.33429
C15 -7.91438 -2.15325 -3.01571
C16 -7.61303 -0.86782 -3.48336
C17 -6.59574 -0.69700 -4.41575
C18 -5.87112 -1.87702 -4.82690
I1 -3.96095 -1.61367 -5.72356
H13 -7.37919 -4.21950 -2.91386
H14 -8.85028 -2.32817 -2.47816
H15 -8.29523 -0.08704 -3.15708
H16 -6.25407 0.27394 -4.75478
C19 0.61750 -4.06186 -0.91604
C20 1.95940 -3.49004 -0.86459
C21 3.17039 -4.16231 -1.02442
C22 4.48368 -3.66639 -1.06757
C23 4.53068 -2.29230 -1.07829
C24 3.43758 -1.45275 -0.85771
C25 3.65139 0.03913 -0.82036
C26 2.11938 -2.06339 -0.56437
N3 1.26150 -1.22555 -0.19447
H17 -0.06925 -3.29932 -0.55030
H18 0.48909 -5.08916 -0.51932
H19 0.40234 -4.18300 -2.00330
H20 3.01585 -5.23748 -1.01351
H21 5.35571 -4.32371 -1.17874
H22 5.54579 -1.83438 -1.16081
H23 2.84706 0.54035 -1.32643
H24 4.56670 0.26806 -1.37878
H25 3.76513 0.31548 0.18730
O3 -3.33048 0.03035 -0.24847
C27 -2.49714 0.88966 -0.35782
N4 -2.64793 2.19125 -0.86252
C28 -1.41927 2.90769 -1.11791
C29 -0.46994 1.81984 -0.49150
O4 0.78409 2.00015 -0.37467
N5 -1.15422 0.76297 -0.04211
C30 -1.11009 2.84079 -2.63161
C31 -1.51634 1.70513 -3.33892
C32 -1.16376 1.59855 -4.67334
C33 -0.70956 2.74010 -5.34994
C34 -0.47231 3.96522 -4.66061
C35 -0.68258 3.94955 -3.30952
C36 -1.24133 4.29703 -0.34280
C37 -2.24484 5.28113 -0.46001
C38 -2.12755 6.60743 -0.00446
C39 -0.89396 6.98053 0.51184
C40 0.14120 6.03873 0.54107
C41 0.01008 4.67269 0.14707
H26 -3.51731 2.41991 -1.30402
H27 -1.90604 0.81034 -2.88606
H28 -1.04953 0.65873 -5.14809
H29 -0.55746 2.80387 -6.42085
H30 0.14633 4.74051 -5.25146
H31 -0.61885 4.86280 -2.71288
H32 -3.22156 5.00406 -0.98665
H33 -3.00241 7.28406 0.02159
H34 -0.73640 8.01984 0.90006
H35 1.03716 6.31530 1.04663
H36 0.79009 3.93427 0.20277

Properties
* energy above the lowest of the compared OMol25 structures with the same formula, charge and spin: 355.9 kJ/mol
* multiplicity: 1
* E_LUMO (spin up / spin down): -5.59 / -5.59 eV
* orbital gap (spin up / spin down): 4.576 / 4.580 eV
* net charge: +1
* maximum force: 4.42 eV/Å
* energy: -142706.2873 eV